This record from the OMol25 dataset describes 2 unconnected molecules or ions with the total composition CH5ClNO2P. The level of theory is the ωB97M-V functional and the def2-TZVPD basis.

The value obtained for the HOMO energy is -9.64 eV. Its orbital gap is 8.285 eV.

Each line ends with the natural charge from an NBO analysis.
Geometry (Å):
C  1.6880  -0.7152  -0.0707  -0.2656
N  -1.3951  1.6032  -0.0715  -1.1501
O  -0.5395  -0.0690  1.8636  -0.9930
O  0.7297  0.2850  -0.3744  -0.7849
P  -0.6105  0.2674  0.4575  2.3488
Cl  -2.0148  -1.9094  -1.0057  -0.6501
H  1.6061  -1.5248  -0.7981  0.2125
H  1.5279  -1.1138  0.9334  0.2111
H  2.6750  -0.2607  -0.1411  0.2036
H  -1.3295  1.7254  -1.0727  0.4333
H  -2.3372  1.7119  0.2799  0.4343



This record from the OMol25 dataset describes 2 unconnected molecules or ions with the total composition CH5ClO3Si. The level of theory is the ωB97M-V functional and the def2-TZVPD basis.

The value obtained for the HOMO energy is -10.72 eV. Its orbital gap is 10.432 eV.

Each line ends with the natural charge from an NBO analysis.
Geometry (Å):
O  -1.6061  -1.0191  0.4891  -1.1966
Si  -0.3923  -1.8441  0.8102  2.3584
O  0.9918  -1.9133  -0.0332  -1.1064
O  -0.1564  -2.8016  2.0690  -1.0953
H  1.0577  -1.4420  -0.8597  0.5191
H  0.6671  -3.2782  2.1754  0.5209
C  -0.1342  2.4361  -0.7844  -0.5658
Cl  0.1345  2.7564  -2.5099  -0.0782
H  0.2536  3.2763  -0.2180  0.2128
H  0.3850  1.5178  -0.5220  0.2040
H  -1.2006  2.3117  -0.6166  0.2271



This record from the OMol25 dataset describes a single CH5ClO3Si molecule. The level of theory is the ωB97M-V functional and the def2-TZVPD basis.

The value obtained for the HOMO energy is -11.03 eV. Its orbital gap is 11.518 eV.

Each line ends with the natural charge from an NBO analysis.
Geometry (Å):
C  -1.4103  -1.3562  0.2665  -0.2424
O  -0.5046  -0.5486  -0.5145  -0.9037
Si  0.6603  0.5719  -0.1084  2.1989
O  0.4777  1.6483  1.1597  -1.0985
O  0.7591  1.4784  -1.4423  -1.0961
Cl  2.4894  -0.3291  0.0972  -0.4332
H  -2.4087  -0.8084  0.4335  0.1904
H  -0.8822  -1.7299  1.1257  0.1836
H  -1.7055  -2.2811  -0.3123  0.1866
H  1.1521  2.2660  1.3723  0.5125
H  1.3728  1.0888  -2.0772  0.5020



This record from the OMol25 dataset describes a molecular structure, CH5ClO4Pt. The level of theory is the ωB97M-V functional and the def2-TZVPD basis.

The value obtained for the HOMO energy (spin up / spin down) is -19.70 / -19.57 eV. Its orbital gap (spin up / spin down) is 7.892 / 3.248 eV. The spin multiplicity is 5. As for the net charge: +2.

Each line ends with the Löwdin spin population.
Geometry (Å):
Pt  0.2919  -2.0962  0.5255  1.8580
C  1.6420  2.6797  -0.0482  0.3727
H  0.9360  1.8760  0.2721  0.1408
H  1.1916  3.6075  0.1403  0.0314
H  1.7893  2.5798  -1.1015  0.0160
H  2.5396  2.3734  0.4894  0.0881
H  1.5944  -2.5128  0.9793  0.3187
O  -1.9949  -2.2167  -1.8174  0.0536
Cl  -2.2588  -1.6576  -0.4476  0.0142
O  -3.3950  -1.1853  0.4026  0.0934
O  -1.4426  -2.6167  0.5837  0.5796
O  -0.8935  -0.8310  0.0217  0.4335



Let's list energy above the lowest of the compared OMol25 structures with the same formula, charge and spin in order: 59.2 195.1 0.0 314.6 kJ/mol.
Let's list total energy in order: -28515.156 -27663.435 -27665.457 -25034.004 eV.
Let's list maximum force in order: 2.551 0.682 2.955 11.235 eV/Å.